[1]
Computed, not measured: a structure of composition C18H19ClF2N2O7S in a non-equilibrium geometry, with ωB97M-V/def2-TZVPD.

**Largest force on an atom**: 1.9 eV Å⁻¹
**Net charge**: 0
**Gap between HOMO and LUMO**: 8.168 eV
**E**: -2391.5296 hartree
**HOMO**: -0.319 hartree

Last column: natural (NBO) charge in e.
CARTESIAN COORDINATES (ANGSTROEM)
C -0.43838 -0.15732 -0.47114  -0.37
C -0.81439 -1.03944 -1.41980  -0.23
C 0.09449 -1.61464 -2.48631  -0.12
C 0.73135 -2.92925 -2.30619  0.02
Cl 0.45061 -3.80232 -0.79783  0.00
C 1.53944 -3.53190 -3.23846  -0.25
C 1.80058 -2.82149 -4.47258  0.10
N 2.55167 -3.24078 -5.51579  -0.59
S 2.47220 -1.99921 -6.57032  0.92
N 1.49894 -0.92339 -5.84281  -0.60
C 1.19729 -1.50154 -4.65192  0.06
C 0.33364 -0.89633 -3.64734  0.11
C -0.25863 0.49429 -3.91646  -0.48
C 0.46926 1.52645 -2.96253  -0.07
O 1.12725 2.52208 -3.74117  -0.54
C 2.47726 2.72160 -3.35236  -0.06
C 3.39012 1.45046 -3.54388  -0.66
H 0.47953 -0.22304 0.14891  0.24
H -1.13387 0.67956 -0.26139  0.20
H -1.87634 -1.35427 -1.43680  0.21
H 1.99225 -4.51863 -3.07855  0.24
H -0.11356 0.79527 -4.97186  0.26
H -1.35651 0.50682 -3.76186  0.23
H -0.34679 2.04088 -2.40457  0.18
H 1.10385 1.03752 -2.20520  0.20
H 2.88299 3.48045 -4.05533  0.18
H 2.60028 3.15817 -2.34033  0.17
H 3.74091 1.17469 -2.52357  0.21
H 2.81400 0.58978 -3.92342  0.22
H 4.29896 1.66602 -4.12881  0.22
C 0.16652 0.48734 4.11695  -0.13
C 0.55441 1.93619 4.20870  0.45
O 1.55700 2.05597 3.21166  -0.49
C 1.26139 1.12299 2.26275  0.97
O 1.72163 1.11207 1.16660  -0.57
O 0.36908 0.21266 2.72454  -0.49
F 1.10018 2.22739 5.41274  -0.32
H 0.81468 -0.15758 4.71228  0.21
H -0.85481 0.31388 4.40265  0.22
H -0.25735 2.63575 3.99741  0.15
C -4.60709 -1.13426 6.26089  -0.13
C -4.55334 -0.28394 5.02133  0.44
O -3.44147 0.55991 5.27086  -0.49
C -2.60209 -0.14983 6.07814  0.97
O -1.46374 0.13323 6.26950  -0.57
O -3.22752 -1.22061 6.62461  -0.47
F -5.66337 0.47990 4.89773  -0.32
H -5.16687 -0.65901 7.06841  0.21
H -5.02663 -2.12064 6.07490  0.21
H -4.38901 -0.84186 4.09702  0.16

[2]
Computed, not measured: a structure of composition C18H19ClO5 in a non-equilibrium geometry, with ωB97M-V/def2-TZVPD.

**Largest force on an atom**: 15.4 eV Å⁻¹
**Net charge**: 0
**Gap between HOMO and LUMO**: 8.068 eV
**E**: -1533.0705 hartree
**HOMO**: -0.300 hartree

Last column: natural (NBO) charge in e.
CARTESIAN COORDINATES (ANGSTROEM)
C 3.09144 -1.98497 4.14762  -0.26
H 2.40100 -2.68985 4.31968  0.18
O 2.43673 -0.95289 3.20965  -0.45
C 2.00482 -1.30424 2.12733  0.28
C 2.19346 -2.49709 1.58417  -0.25
C 1.44510 -2.88230 0.48332  -0.20
C 0.79716 -1.85052 -0.08998  -0.12
C 0.86081 -0.60465 0.11549  -0.31
C 1.44500 -0.37005 1.37592  0.26
O 1.40732 0.95061 2.05960  -0.49
C 0.69182 1.82445 1.37863  -0.04
H -0.14597 1.60263 0.98272  0.16
H 0.84110 2.86780 2.25522  0.16
C 1.54526 2.53145 0.25650  -0.08
O 0.93538 3.08174 -0.84589  -0.53
C 0.16581 4.26841 -0.35224  -0.09
C -0.95429 4.60594 -1.33472  -0.07
O -2.09095 3.67827 -0.95685  -0.55
C -2.16326 2.34880 -1.47767  0.25
C -3.15155 1.54437 -0.56579  -0.18
C -3.11251 0.21527 -0.88910  -0.24
C -2.46450 -0.55309 -1.63494  -0.24
C -1.50625 0.23866 -2.46163  -0.20
C -1.38127 1.59420 -2.10847  -0.25
H -0.42839 2.10463 -3.04155  0.20
H -0.81341 -0.13367 -3.20516  0.22
Cl -2.42924 -1.97238 -1.91363  0.22
H -4.03048 -0.39154 -0.42593  0.20
H -3.71622 2.08081 0.19008  0.24
H -1.40116 5.55094 -1.31633  0.21
H -0.70897 4.21366 -2.57274  0.19
H 1.01980 5.13252 -0.69995  0.18
H -0.22918 4.32963 0.51915  0.18
H 2.41412 3.41040 0.71423  0.13
H 2.26629 1.78419 -0.10885  0.19
H 0.14649 0.10655 -0.44952  0.26
H 0.42501 -2.02762 -1.41338  0.16
C 1.24030 -4.27602 0.02385  0.40
O 1.91870 -5.25096 0.36060  -0.53
H 0.83913 -4.52605 -1.08959  0.14
H 2.36556 -3.36287 2.24741  0.23
H 3.39965 -1.68572 5.20414  0.22
H 4.07558 -2.50676 3.65839  0.20

[3]
Computed, not measured: an isolated molecule of C18H19F2N3O4S2 in a non-equilibrium geometry, with ωB97M-V/def2-TZVPD.

**Largest force on an atom**: 1.5 eV Å⁻¹
**Net charge**: 0
**Structure (SMILES)**: O=S(=O)(c1ccc(NC(=S)Nc2ccc(OC(F)F)cc2)cc1)N1CCOCC1
**Gap between HOMO and LUMO**: 8.692 eV
**E**: -2158.6548 hartree
**HOMO**: -0.317 hartree

Last column: natural (NBO) charge in e.
CARTESIAN COORDINATES (ANGSTROEM)
O -2.88560 4.06202 1.74549  -0.94
S -3.24695 2.72861 2.12370  2.34
O -4.62675 2.39861 2.31007  -0.93
N -2.47413 2.41309 3.57029  -0.67
C -1.07228 2.75278 3.62908  -0.27
H -0.95655 3.74131 3.18599  0.24
C -0.64418 2.75173 5.09915  -0.07
H 0.43096 2.91332 5.19073  0.20
O -0.90852 1.50495 5.69949  -0.52
C -2.28111 1.19071 5.63706  -0.07
H -2.39398 0.21812 6.11814  0.20
C -2.76501 1.13927 4.18543  -0.27
H -3.84292 0.99025 4.13491  0.24
H -2.25038 0.31931 3.65874  0.18
H -2.86349 1.94573 6.18377  0.17
H -1.18587 3.54673 5.63090  0.17
H -0.46456 2.02118 3.07162  0.18
C -2.51224 1.57834 0.96641  -0.37
C -3.02035 0.29922 0.84945  -0.17
C -2.41467 -0.61485 0.00674  -0.26
C -1.29014 -0.23982 -0.72839  0.25
C -0.78527 1.05936 -0.59543  -0.27
C -1.39342 1.96341 0.25060  -0.17
H -1.02965 2.97322 0.35309  0.24
H 0.08538 1.35505 -1.16441  0.21
N -0.60315 -1.08333 -1.59178  -0.61
C -0.86300 -2.34286 -2.03159  0.29
N 0.09942 -2.90439 -2.82203  -0.59
C 1.41286 -2.50359 -3.07247  0.11
C 2.21043 -1.88604 -2.10590  -0.26
C 3.50733 -1.52327 -2.40585  -0.24
C 4.03473 -1.78048 -3.66509  0.34
C 3.26695 -2.42499 -4.62249  -0.27
C 1.96629 -2.78224 -4.32025  -0.20
H 1.36901 -3.28518 -5.06537  0.22
H 3.65587 -2.65575 -5.60064  0.24
O 5.35433 -1.35895 -3.85095  -0.51
C 5.97487 -1.55686 -5.01703  0.79
F 5.34795 -0.95982 -6.06257  -0.35
F 6.06253 -2.86618 -5.36134  -0.35
H 6.99517 -1.14901 -4.94788  0.14
H 4.13338 -1.04930 -1.66783  0.23
H 1.83753 -1.72888 -1.10539  0.23
H -0.21768 -3.73150 -3.31101  0.43
S -2.23758 -3.21765 -1.78003  -0.21
H 0.20439 -0.64710 -2.02455  0.41
H -2.81560 -1.60927 -0.08776  0.26
H -3.90436 0.03499 1.40719  0.24

[4]
Computed, not measured: a cluster of 2 separate species, C18H19F4N2 in total in a non-equilibrium geometry, with ωB97M-V/def2-TZVPD.

**Largest force on an atom**: 1.8 eV Å⁻¹
**Net charge**: +1
**Gap between HOMO and LUMO**: 3.990 eV
**E**: -1205.9571 hartree
**HOMO**: -0.396 hartree

Last column: natural (NBO) charge in e.
CARTESIAN COORDINATES (ANGSTROEM)
F 4.40887 2.65910 -0.56884  -0.30
C 3.33807 2.58123 0.29517  0.41
C 3.58820 2.74363 1.65529  -0.21
C 2.48123 2.63038 2.49957  0.39
F 2.67607 2.78372 3.85373  -0.30
C 1.20539 2.36282 2.03958  -0.15
C 0.96262 2.18772 0.63464  -0.16
C -0.37605 1.90340 0.25067  0.15
C -0.98074 1.70154 -1.01935  -0.15
C -2.40824 1.53773 -1.03212  -0.14
C -3.07781 1.34655 -2.22482  0.39
F -4.44075 1.14647 -2.18929  -0.30
C -2.43670 1.31467 -3.46448  -0.21
C -1.05270 1.46469 -3.43833  0.40
F -0.37859 1.41618 -4.63931  -0.30
C -0.31091 1.64404 -2.27728  -0.17
C 2.08020 2.33165 -0.23995  -0.17
H 4.58338 2.94443 2.03727  0.28
H 0.36269 2.28589 2.73122  0.25
H -1.08833 1.93679 1.07968  0.24
H -2.94902 1.56070 -0.08306  0.26
H -2.98289 1.16836 -4.39061  0.28
H 0.76764 1.72880 -2.34248  0.23
H 1.96303 2.26145 -1.31491  0.23
N -2.74687 -1.54228 -0.06436  -0.86
C -2.06545 -2.64668 0.58409  -0.21
C -0.58610 -2.60547 0.21552  -0.03
C 0.22404 -3.78485 0.80305  -0.40
C 1.60817 -3.19125 1.09121  -0.41
C 1.39065 -1.66243 1.20103  -0.20
N 0.07424 -1.44510 0.67745  -0.66
H -2.61923 -1.58431 -1.07421  0.35
H -3.74331 -1.57690 0.12828  0.37
H -2.17369 -2.53166 1.67116  0.19
H -2.44927 -3.63867 0.29232  0.18
H -0.54612 -2.70075 -0.89145  0.14
H -0.24068 -4.12632 1.73587  0.21
H 0.24701 -4.62696 0.10848  0.22
H 2.05036 -3.60420 1.99953  0.22
H 2.27580 -3.40125 0.25042  0.21
H 1.46568 -1.36104 2.26496  0.17
H 2.17813 -1.09970 0.66384  0.17
H -0.27802 -0.51211 0.49084  0.37

[5]
Computed, not measured: an isolated molecule of C18H19FN6O in a non-equilibrium geometry, with ωB97M-V/def2-TZVPD.

**Largest force on an atom**: 4.2 eV Å⁻¹
**Net charge**: 0
**Structure (SMILES)**: CC(C)(C)c1ccc(-c2cnc(N)nc2)c(F)c1Oc1cc(N)ncn1
**Gap between HOMO and LUMO**: 9.130 eV
**E**: -1200.9690 hartree
**HOMO**: -0.308 hartree

Last column: natural (NBO) charge in e.
CARTESIAN COORDINATES (ANGSTROEM)
F -0.65021 -0.15473 -1.87950  -0.33
N -4.72083 0.14118 -1.98731  -0.49
N -5.05566 2.20535 -1.00176  -0.50
N 0.85858 -2.47583 0.02079  -0.55
N 1.14396 -4.26312 -1.48663  -0.52
O 1.77016 -0.35321 -0.56125  -0.49
C 0.65518 -3.74069 -0.33590  0.30
C -5.41318 1.19487 -1.72722  0.54
C -3.55147 0.04818 -1.39733  0.14
C -3.85070 2.11555 -0.44028  0.11
C 1.61241 -1.69914 -0.75971  0.55
C 1.96638 -3.49655 -2.14906  0.39
C 2.25917 -2.21125 -1.86756  -0.38
C -1.44784 1.49959 1.26832  -0.21
C -0.18339 1.51640 1.91668  -0.15
C -0.51922 0.33655 -0.58879  0.37
C 0.72925 0.29378 0.04306  0.28
C -3.00405 1.03917 -0.56441  -0.20
C -1.66547 0.92379 0.05084  -0.10
C 0.94068 0.97486 1.25382  -0.05
N -6.64316 1.25682 -2.20968  -0.77
N 2.55140 -4.13078 -3.12530  -0.76
C 2.64426 -0.18916 2.60557  -0.60
C 3.49314 1.35548 0.87151  -0.60
C 2.39043 2.29231 2.88025  -0.60
C 2.33280 1.08787 1.87279  -0.07
H -0.00612 -4.31516 0.28035  0.19
H -2.96519 -0.85718 -1.52897  0.20
H -3.45842 2.99537 0.14214  0.19
H 2.91807 -1.60843 -2.47974  0.23
H -2.31479 1.98254 1.74928  0.22
H -0.14215 2.03819 2.89392  0.22
H -6.99160 0.34811 -2.44230  0.39
H -7.24290 1.86147 -1.68928  0.39
H 2.68502 -3.55930 -3.95549  0.38
H 2.21933 -5.05028 -3.21439  0.40
H 2.48247 -1.01642 1.89198  0.22
H 3.66776 -0.15852 2.97098  0.21
H 1.96886 -0.27771 3.49444  0.21
H 3.76277 0.44614 0.36642  0.22
H 4.41487 1.74166 1.34049  0.21
H 3.16925 2.09110 0.13061  0.21
H 2.07551 3.20275 2.38840  0.21
H 1.72977 2.14439 3.71255  0.20
H 3.38486 2.42400 3.24665  0.21

| no. | lowest unoccupied orbital energy (eV) |
| --- | --- |
| 1 | -0.506 |
| 2 | -0.088 |
| 3 | 0.067 |
| 4 | -6.796 |
| 5 | 0.762 |